Here is a single C4H7NO2 molecule at a distorted geometry from the Open Molecules 2025 dataset. Energies are from ωB97M-V/def2-TZVPD.

Geometry as XYZ:
```
14
Properties=species:S:1:pos:R:3:forces:R:3:lowdin_charge:R:1
O -1.2660 -0.4846 1.4786 0.2 -0.2 0.3 -0.06
O 0.8606 0.9252 0.6779 -0.3 0.4 0.8 -0.19
N 0.8789 -0.7382 -0.9290 0.3 0.0 -0.3 0.09
C -1.4666 -0.3368 0.1026 -0.6 1.4 -0.4 -0.28
C -0.4984 -1.1021 -0.7765 -0.5 -0.8 -0.3 -0.19
C 1.4833 0.1456 -0.3262 0.1 -0.5 0.0 -0.19
C 1.2245 2.1698 0.8906 0.7 -0.9 -1.1 0.13
H 2.0452 2.1845 0.1140 0.3 1.4 0.5 0.01
H -0.8777 -1.1433 -1.8049 -0.2 0.0 0.2 0.12
H -2.4806 -0.7115 -0.0766 0.2 -0.1 -0.2 0.12
H -0.4949 0.0524 1.6845 0.0 0.0 0.3 0.06
H -0.4678 -2.1388 -0.4179 -0.1 0.0 -0.1 0.13
H 2.5451 0.3268 -0.4876 -0.1 0.4 0.2 0.13
H -1.4905 0.7615 -0.1641 0.0 -1.0 0.1 0.13
```
Forces are in eV/Å.

Energy above the lowest of the compared OMol25 structures with the same formula, charge and spin, kJ/mol: 500.78
Calculated total energy, eV: -9842.0895
HOMO level, hartree: -0.3540
Largest force on an atom, hartree/bohr: 0.031
E_LUMO, eV: -0.13